{"formula": "C30H45B2NO29", "method": "ωB97M-V/def2-TZVPD", "multiplicity": 1, "molar_mass_g_mol": 905.3, "e_tot_ha": -3456.5845, "homo_ev": -7.8, "species": ["C", "C", "C", "N", "B", "B", "O", "O", "H", "H", "H", "H", "H", "H", "H", "H", "H", "C", "C", "O", "C", "O", "O", "H", "H", "H", "H", "C", "C", "O", "C", "O", "O", "H", "H", "H", "H", "C", "C", "O", "C", "O", "O", "H", "H", "H", "H", "C", "C", "O", "C", "O", "O", "H", "H", "H", "H", "C", "C", "O", "C", "O", "O", "H", "H", "H", "H", "C", "C", "O", "C", "O", "O", "H", "H", "H", "H", "C", "C", "O", "C", "O", "O", "H", "H", "H", "H", "C", "C", "O", "C", "O", "O", "H", "H", "H", "H", "C", "C", "O", "C", "O", "O", "H", "H", "H", "H"], "coordinates": [[4.59741, -1.61325, -2.72997], [4.50230, -0.25330, -3.34471], [5.81520, 0.45172, -3.59022], [3.42523, 0.35606, -3.63350], [2.23427, -0.23145, -4.10676], [0.95718, -0.39842, -2.94888], [-0.02739, -1.33525, -3.06080], [0.98872, 0.49796, -1.86860], [3.66210, -1.99274, -2.32392], [5.01722, -2.31020, -3.45501], [5.29912, -1.54230, -1.90892], [5.98911, 0.49665, -4.66311], [6.64395, -0.01664, -3.07461], [5.67214, 1.47369, -3.24449], [2.09895, -0.54144, -5.26207], [0.34907, -2.06016, -3.56753], [1.67438, 0.17319, -1.27391], [0.02097, 3.66869, -0.44950], [-0.86162, 3.32993, 0.72852], [-0.04696, 3.72062, 1.84504], [0.83617, 4.65492, 1.41123], [1.53770, 5.30028, 2.12296], [0.80936, 4.75521, 0.06662], [-0.54005, 3.98062, -1.32552], [0.68510, 2.85064, -0.72986], [-1.78393, 3.91365, 0.74416], [-1.11161, 2.27333, 0.77608], [-1.19817, -0.09436, 4.04366], [-1.79182, 1.11683, 3.36545], [-2.50589, 0.52854, 2.25640], [-2.78809, -0.74184, 2.58346], [-3.52844, -1.44475, 1.96020], [-2.14828, -1.12078, 3.70463], [-1.11677, 0.01900, 5.12094], [-0.22272, -0.37174, 3.64092], [-2.50776, 1.64804, 3.99963], [-1.03545, 1.81483, 3.01866], [8.35068, -5.22588, -5.08245], [6.87982, -5.33993, -4.73778], [6.67871, -4.20845, -3.88679], [7.63511, -3.28966, -4.17189], [7.64668, -2.17737, -3.76117], [8.57637, -3.81702, -4.99261], [8.58543, -5.59030, -6.07879], [8.99088, -5.73198, -4.35796], [6.23569, -5.24161, -5.61311], [6.63274, -6.26136, -4.21767], [5.47277, 3.13821, 0.27188], [5.41645, 2.56462, 1.66847], [4.80621, 1.28754, 1.44688], [5.02515, 0.93286, 0.16431], [4.75918, -0.14107, -0.27655], [5.55324, 1.95549, -0.54070], [6.33362, 3.78032, 0.11010], [4.56600, 3.68431, 0.00582], [6.40770, 2.41322, 2.09667], [4.82466, 3.16177, 2.35182], [-6.57370, -0.10301, 1.87109], [-5.69027, 0.56381, 0.83979], [-6.58480, 1.52038, 0.25041], [-7.56085, 1.79299, 1.14474], [-8.35920, 2.66458, 1.03240], [-7.50636, 0.93528, 2.19540], [-6.02741, -0.42100, 2.75419], [-7.12154, -0.95559, 1.46558], [-4.85102, 1.09217, 1.29155], [-5.31152, -0.12945, 0.09527], [-3.80676, -4.28626, -0.99313], [-2.49986, -4.06477, -0.26505], [-1.73116, -3.34625, -1.23681], [-2.58699, -2.73186, -2.09511], [-2.26824, -1.93945, -2.91058], [-3.86646, -3.17254, -1.88446], [-4.66578, -4.29350, -0.32563], [-3.80359, -5.20748, -1.58271], [-2.61948, -3.44612, 0.62057], [-2.00396, -4.99221, 0.01170], [-6.16370, 2.92221, 7.01513], [-6.33854, 1.66412, 6.18925], [-5.19082, 1.70729, 5.33218], [-4.24478, 2.45874, 5.93667], [-3.12058, 2.54660, 5.54915], [-4.73832, 3.08885, 7.01762], [-6.54150, 2.82472, 8.02869], [-6.61770, 3.79681, 6.54816], [-6.29291, 0.75630, 6.79246], [-7.25526, 1.65719, 5.60620], [3.71235, 7.68659, 2.75651], [2.94034, 6.38625, 2.86323], [3.97070, 5.41278, 2.65496], [5.15902, 5.97428, 2.98333], [6.17602, 5.36440, 3.07757], [5.02617, 7.30186, 3.18617], [3.31518, 8.47224, 3.39285], [3.77321, 8.05504, 1.73135], [2.50650, 6.23343, 3.85156], [2.15795, 6.28615, 2.11662], [-5.38163, -5.78959, -4.35897], [-6.50409, -6.56208, -3.70011], [-6.06539, -7.91618, -3.84217], [-4.71489, -7.91053, -3.97762], [-4.03103, -8.87773, -3.94689], [-4.25436, -6.64521, -4.15048], [-5.21660, -4.81469, -3.90527], [-5.53561, -5.66224, -5.43146], [-6.60301, -6.33294, -2.63714], [-7.46562, -6.41393, -4.18389]], "forces_ev_per_angstrom": [[0.07, -0.27, -0.39], [0.46, 1.11, 0.22], [-0.47, 0.32, 0.60], [0.14, -1.85, -1.33], [-0.79, 0.63, 1.16], [0.43, 0.47, -0.78], [1.59, 0.39, 0.83], [-0.68, -0.39, 0.35], [-0.19, 0.09, -0.21], [-0.06, -0.14, -0.02], [0.16, -0.14, 0.01], [0.13, -0.15, -0.08], [0.16, 0.00, -0.07], [0.23, 0.12, -0.01], [0.39, -0.08, -0.01], [-0.50, -0.02, -0.50], [0.19, 0.31, 0.07], [-0.11, -0.35, -0.26], [-0.31, -0.17, -0.30], [0.43, 0.47, -0.13], [-1.92, -1.88, -1.62], [-7.17, -8.26, -1.93], [0.18, 0.18, 0.75], [0.10, 0.21, 0.03], [0.01, 0.00, 0.02], [0.05, 0.05, 0.06], [0.12, -0.01, 0.14], [0.14, 0.06, 0.03], [-0.04, 0.39, 0.21], [0.20, 0.02, 0.02], [-0.15, -0.18, -0.07], [-0.06, -0.05, -0.02], [0.07, 0.06, -0.02], [-0.19, -0.13, 0.03], [-0.04, -0.05, -0.05], [0.31, -0.30, -0.31], [-0.03, -0.07, -0.19], [0.04, -0.17, -0.05], [-0.04, -0.17, -0.08], [0.09, -0.04, -0.06], [0.08, 0.05, -0.01], [0.05, -0.02, 0.00], [-0.09, -0.07, 0.03], [0.04, 0.18, -0.06], [-0.03, 0.02, 0.04], [0.03, 0.04, -0.02], [-0.04, 0.10, 0.17], [0.02, 0.23, 0.06], [0.14, 0.27, 0.26], [0.00, -0.02, -0.12], [-0.17, 0.07, 0.19], [0.00, 0.05, -0.01], [-0.02, -0.06, 0.09], [0.07, -0.14, -0.12], [-0.04, -0.04, 0.01], [0.01, -0.01, -0.03], [-0.10, -0.11, 0.01], [0.15, -0.19, 0.06], [0.14, -0.14, 0.01], [-0.02, -0.08, 0.13], [-0.01, 0.05, -0.05], [-0.05, 0.06, 0.03], [0.06, -0.01, -0.05], [-0.07, 0.12, 0.09], [-0.02, 0.03, -0.04], [-0.02, 0.02, 0.01], [-0.08, 0.11, -0.14], [-0.18, -0.26, 0.08], [0.05, -0.09, 0.08], [-0.17, -0.06, 0.01], [0.04, -0.02, 0.02], [-1.35, -0.35, -0.03], [0.14, -0.01, 0.07], [-0.05, 0.17, -0.07], [0.06, 0.01, 0.00], [-0.06, 0.13, 0.07], [0.14, 0.04, -0.17], [-0.22, 0.01, 0.05], [-0.26, -0.04, 0.08], [0.01, 0.02, 0.06], [-0.02, 0.01, -0.04], [-0.13, 0.24, 0.43], [-0.06, -0.06, -0.06], [0.20, 0.01, 0.08], [0.04, -0.01, -0.05], [0.06, 0.01, 0.02], [0.12, 0.02, -0.19], [0.07, -0.50, 0.61], [4.20, 5.67, 2.07], [0.22, -0.03, -0.15], [-0.55, 0.37, 0.03], [0.40, -0.21, -0.04], [0.69, -0.07, 0.00], [0.16, 0.06, 0.13], [0.08, -0.04, -0.07], [0.12, 0.08, 0.05], [3.22, 4.30, 0.33], [-0.10, 0.31, -0.02], [-0.09, 0.09, 0.02], [0.05, 0.12, -0.01], [0.03, -0.06, -0.01], [0.05, -0.06, 0.02], [-0.16, -0.03, 0.08], [0.20, -0.05, 0.03], [0.00, -0.05, -0.01], [0.05, -0.01, 0.01], [0.00, -0.19, -0.06]], "lowdin_charge": [-0.026, -0.392, -0.029, 0.177, -0.143, -0.567, 0.136, 0.088, 0.088, 0.074, 0.067, 0.086, 0.061, 0.074, 0.056, 0.101, 0.088, -0.081, -0.100, 0.075, -0.440, 0.145, 0.098, 0.142, 0.124, 0.141, 0.124, -0.087, -0.094, 0.050, -0.574, 0.137, 0.074, 0.136, 0.135, 0.095, 0.115, -0.118, -0.115, 0.049, -0.558, 0.168, 0.065, 0.132, 0.132, 0.134, 0.132, -0.098, -0.114, 0.068, -0.557, 0.151, 0.059, 0.136, 0.132, 0.138, 0.110, -0.117, -0.114, 0.066, -0.577, 0.160, 0.049, 0.121, 0.134, 0.119, 0.132, -0.127, -0.109, 0.065, -0.542, 0.165, 0.040, 0.132, 0.120, 0.110, 0.134, -0.102, -0.105, 0.061, -0.555, 0.144, 0.078, 0.134, 0.136, 0.135, 0.135, -0.100, -0.186, 0.060, -0.571, 0.146, 0.057, 0.127, 0.127, 0.145, -0.019, -0.118, -0.118, 0.060, -0.570, 0.171, 0.053, 0.124, 0.135, 0.129, 0.132]}